Version w
The following is a DFT calculation (ωB97M-V with the def2-TZVPD basis set) of an isolated molecule of C4H8O4.

Summary:
Kohn-Sham gap   11.2 eV
Lowest unoccupied orbital energy   0.79 eV
Structure (SMILES)   C[C@@H]1O[C@H]1C(O)(O)O

ORCA input file:
```
! wB97M-V def2-TZVPD RIJCOSX def2/J DEFGRID3
* xyz 0 1
C -1.748 -0.334 1.348
C -0.461 -0.465 0.495
O 0.762 -0.196 1.082
C 0.295 0.729 0.206
C 1.248 0.855 -1.045
O 0.770 -0.081 -2.012
O 2.550 0.497 -0.705
O 1.253 2.025 -1.678
H -1.594 0.556 2.057
H -1.947 -1.343 1.784
H -2.504 -0.069 0.679
H -0.557 -1.298 -0.134
H 0.047 1.654 0.638
H 1.521 -0.439 -2.495
H 2.382 0.049 0.171
H 1.711 2.681 -1.163
*
```

Version x
The following is a DFT calculation (ωB97M-V with the def2-TZVPD basis set) of a structure of composition C4H8O4.

Summary:
Kohn-Sham gap   9.4 eV
Lowest unoccupied orbital energy   0.09 eV

ORCA input file:
```
! wB97M-V def2-TZVPD RIJCOSX def2/J DEFGRID3
* xyz 0 1
C 0.647 0.960 1.051
O 0.400 0.967 2.385
O -0.044 1.863 0.376
O 1.970 0.842 0.753
H 2.265 1.626 0.271
H 0.878 0.251 2.824
H -1.069 1.683 0.587
H 0.000 -0.153 0.580
C -1.228 -0.788 -0.019
C -0.862 -1.264 -1.384
C 0.300 -1.003 -1.968
O -1.790 -1.508 0.794
H -1.616 0.382 -0.065
H -1.497 -2.051 -1.776
H 0.684 -1.588 -2.789
H 0.963 -0.220 -1.619
*
```

Most stable one: version w, least stable one: version x.

Version w
The following is a DFT calculation (ωB97M-V with the def2-TZVPD basis set) of a cluster of 2 separate species, C4H10O4 in total.

Summary:
Kohn-Sham gap   10.4 eV
Lowest unoccupied orbital energy   0.60 eV
Structure (SMILES)   COCCOC=O.O

ORCA input file:
```
! wB97M-V def2-TZVPD RIJCOSX def2/J DEFGRID3
* xyz 0 1
C 0.000 0.000 0.000
O -1.003 -0.566 -0.715
C -1.454 0.379 -1.715
C -2.603 -0.219 -2.472
O -2.395 -1.446 -3.134
C -2.038 -1.439 -4.417
O -1.905 -2.407 -5.100
H 0.404 -0.840 0.590
H -0.268 0.818 0.690
H 0.787 0.360 -0.684
H -1.814 1.288 -1.196
H -0.612 0.676 -2.369
H -3.401 -0.454 -1.741
H -3.002 0.540 -3.173
H -1.730 -0.421 -4.729
O -2.128 -4.638 -4.283
H -2.393 -5.024 -5.149
H -1.910 -3.700 -4.485
*
```

Version x
The following is a DFT calculation (ωB97M-V with the def2-TZVPD basis set) of an isolated molecule of C4H10O4.

Summary:
Kohn-Sham gap   10.2 eV
Lowest unoccupied orbital energy   0.67 eV
Structure (SMILES)   OCCC(O)(O)CO

ORCA input file:
```
! wB97M-V def2-TZVPD RIJCOSX def2/J DEFGRID3
* xyz 0 1
O 2.567 0.201 -1.701
C 1.944 0.380 -0.412
C 0.521 -0.473 -0.494
C -0.463 0.142 0.445
O -0.306 -0.298 1.765
O -0.453 1.529 0.428
C -1.903 -0.497 -0.109
O -2.900 -0.014 0.789
H 3.160 -0.566 -1.633
H 1.920 1.470 -0.299
H 2.582 0.018 0.399
H 0.727 -1.523 -0.279
H 0.208 -0.403 -1.538
H 0.425 0.218 2.141
H -1.333 1.817 0.058
H -1.928 -1.589 -0.139
H -2.128 -0.072 -1.090
H -2.641 -0.341 1.670
*
```

Most stable one: version x, least stable one: version w.

Version w
The following is a DFT calculation (ωB97M-V with the def2-TZVPD basis set) of an isolated molecule of C3H5ClFN.

Summary:
Kohn-Sham gap   10.2 eV
Lowest unoccupied orbital energy   0.41 eV
Structure (SMILES)   F[C@H]1C[C@@H]1NCl

ORCA input file:
```
! wB97M-V def2-TZVPD RIJCOSX def2/J DEFGRID3
* xyz 0 1
F 0.145 2.283 -0.511
C -0.348 1.156 -0.009
C -0.399 0.020 -0.989
C 0.738 -0.012 0.100
N 0.620 -0.876 1.222
Cl 0.225 -2.620 0.729
H -1.107 1.219 0.809
H -0.216 0.190 -2.089
H -1.153 -0.774 -0.739
H 1.810 0.077 -0.194
H -0.314 -0.663 1.671
*
```

Version x
The following is a DFT calculation (ωB97M-V with the def2-TZVPD basis set) of an isolated molecule of C3H5ClFN.

Summary:
Kohn-Sham gap   10.5 eV
Lowest unoccupied orbital energy   0.88 eV
Structure (SMILES)   N[C@@H]1C[C@@]1(F)Cl

ORCA input file:
```
! wB97M-V def2-TZVPD RIJCOSX def2/J DEFGRID3
* xyz 0 1
N 1.460 -0.952 -0.028
C 0.350 0.170 -0.330
C -0.284 1.016 0.698
C -1.004 -0.022 -0.211
F -1.578 -1.123 0.019
Cl -1.902 0.627 -1.565
H 1.558 -1.097 1.081
H 1.032 -1.764 -0.746
H 0.895 0.625 -1.270
H -0.094 0.478 1.662
H -0.434 2.041 0.689
*
```

Most stable one: version w, least stable one: version x.

Version w
The following is a DFT calculation (ωB97M-V with the def2-TZVPD basis set) of a cluster of 2 separate species, C3H10NOS in total.

Summary:
Kohn-Sham gap   7.1 eV
Lowest unoccupied orbital energy   4.21 eV

ORCA input file:
```
! wB97M-V def2-TZVPD RIJCOSX def2/J DEFGRID3
* xyz -1 1
N -1.908 -1.689 0.821
C -2.081 -0.387 1.422
O -0.918 0.371 1.563
H -1.399 -1.568 -0.054
H -1.393 -2.302 1.436
H -2.839 0.151 0.839
H -2.516 -0.519 2.417
H -0.583 0.522 0.634
C 2.204 0.885 -0.543
C 1.350 0.433 -1.719
S -0.436 0.674 -1.492
H 1.990 0.304 0.349
H 2.005 1.936 -0.328
H 3.269 0.819 -0.793
H 1.573 -0.612 -1.944
H 1.683 0.980 -2.608
*
```

Version x
The following is a DFT calculation (ωB97M-V with the def2-TZVPD basis set) of a cluster of 2 separate species, C3H10NOS in total.

Summary:
Kohn-Sham gap   6.5 eV
Lowest unoccupied orbital energy   3.93 eV

ORCA input file:
```
! wB97M-V def2-TZVPD RIJCOSX def2/J DEFGRID3
* xyz -1 1
C -0.482 0.380 0.225
C 0.355 -0.866 0.426
S 1.025 -1.503 -1.217
C -1.257 0.759 1.471
N -2.382 -0.025 1.900
H 0.155 1.211 -0.084
H -1.136 0.188 -0.634
H 1.276 -0.660 0.991
H -0.112 -1.602 1.091
H -0.473 0.692 2.253
H -1.543 1.817 1.385
H -2.349 -0.983 1.576
H -3.280 0.296 1.564
H 3.807 -0.183 -3.090
H 2.738 0.392 -3.852
O 3.658 0.087 -4.005
*
```

Most stable one: version w, least stable one: version x.

Version w
The following is a DFT calculation (ωB97M-V with the def2-TZVPD basis set) of a cluster of 2 separate species, C3H10NOS in total.

Summary:
Kohn-Sham gap   5.9 eV
Lowest unoccupied orbital energy   3.31 eV

ORCA input file:
```
! wB97M-V def2-TZVPD RIJCOSX def2/J DEFGRID3
* xyz -1 1
C -3.439 -0.918 1.036
S -1.931 -0.144 1.653
C -1.270 0.617 0.151
H -4.270 -0.242 0.841
H -3.672 -1.620 1.834
H -3.218 -1.530 0.182
H -0.797 1.589 0.268
H -0.484 -0.057 -0.196
H -2.081 0.798 -0.549
N 3.826 0.662 -0.438
C 2.703 -0.037 -1.152
O 1.539 -0.039 -0.486
H 3.346 1.457 -0.024
H 4.098 0.041 0.318
H 2.652 0.505 -2.124
H 2.999 -1.082 -1.313
*
```

Version x
The following is a DFT calculation (ωB97M-V with the def2-TZVPD basis set) of a cluster of 2 separate species, C3H10NOS in total.

Summary:
Kohn-Sham gap   7.0 eV
Lowest unoccupied orbital energy   4.09 eV

ORCA input file:
```
! wB97M-V def2-TZVPD RIJCOSX def2/J DEFGRID3
* xyz -1 1
C -0.063 1.047 2.635
C -0.783 -0.096 1.867
S -1.545 0.522 0.320
H 1.003 0.830 2.791
H 0.002 1.954 2.035
H -0.573 1.164 3.576
H -1.556 -0.562 2.465
H -0.004 -0.795 1.558
H 0.307 0.558 -0.640
N 1.386 -1.756 -2.190
C 1.098 -0.289 -2.275
O 1.204 0.313 -1.026
H 0.451 -2.122 -2.029
H 1.673 -1.813 -1.207
H 0.105 -0.130 -2.613
H 1.762 0.191 -2.997
*
```

Most stable one: version x, least stable one: version w.

Version w
The following is a DFT calculation (ωB97M-V with the def2-TZVPD basis set) of a cluster of 2 separate species, C3H10NOS in total.

Summary:
Kohn-Sham gap   6.9 eV
Lowest unoccupied orbital energy   4.14 eV

ORCA input file:
```
! wB97M-V def2-TZVPD RIJCOSX def2/J DEFGRID3
* xyz -1 1
C -1.155 1.051 -0.028
C -0.255 0.973 -1.287
S 1.516 0.603 -0.898
C -1.623 -0.359 0.421
N -1.752 -0.523 1.861
H -0.643 1.553 0.790
H -2.001 1.713 -0.270
H -0.732 0.177 -1.868
H -0.118 1.963 -1.716
H -2.617 -0.507 -0.012
H -1.007 -1.165 0.021
H -2.254 0.242 2.281
H -0.875 -0.632 2.349
H 1.296 -1.032 0.367
H 2.398 -2.138 0.567
O 1.461 -2.000 0.606
*
```

Version x
The following is a DFT calculation (ωB97M-V with the def2-TZVPD basis set) of a cluster of 2 separate species, C3H10NOS in total.

Summary:
Kohn-Sham gap   6.3 eV
Lowest unoccupied orbital energy   3.53 eV

ORCA input file:
```
! wB97M-V def2-TZVPD RIJCOSX def2/J DEFGRID3
* xyz -1 1
C -2.599 -0.907 0.344
N -1.657 0.398 0.277
C -0.243 0.136 -0.026
C 0.671 1.471 -0.189
S 2.337 1.526 0.538
H -2.411 -1.412 -0.626
H -3.579 -0.534 0.812
H -2.208 -1.572 1.097
H -1.577 0.787 1.121
H 0.225 -0.558 0.739
H -0.104 -0.407 -0.978
H -0.032 2.366 0.006
H 0.907 1.555 -1.315
H 3.394 -1.781 -0.495
H 3.100 -0.166 -0.533
O 3.775 -0.904 -0.773
*
```

Version y
The following is a DFT calculation (ωB97M-V with the def2-TZVPD basis set) of a cluster of 2 separate species, C3H10NOS in total.

Summary:
Kohn-Sham gap   6.5 eV
Lowest unoccupied orbital energy   3.89 eV

ORCA input file:
```
! wB97M-V def2-TZVPD RIJCOSX def2/J DEFGRID3
* xyz -1 1
C -0.992 -1.573 -0.337
N -0.809 -0.537 0.594
C -1.483 0.595 -0.010
C -0.661 1.907 0.253
S 0.894 1.951 -0.749
H -0.616 -2.462 0.210
H -0.423 -1.562 -1.304
H -2.036 -1.729 -0.584
H 0.144 -0.395 0.749
H -1.553 0.535 -1.140
H -2.531 0.737 0.331
H -0.577 2.159 1.365
H -1.283 2.748 -0.115
H 4.083 -0.680 -0.499
H 3.518 -0.774 0.898
O 4.324 -0.920 0.338
*
```

Most stable one: version w, least stable one: version x.